{"formula": "C37H37N5O3PPd", "method": "ωB97M-V with the def2-TZVPD basis set", "relative_energy_kj_mol": 0.0, "max_force_ev_per_a": 0.54, "total_charge": 1, "energy_ev": -65328.2409, "lumo_ev": -3.5, "gap_ev": 6.9184, "symbols": ["Pd", "O", "C", "C", "C", "C", "C", "C", "C", "O", "N", "N", "C", "C", "C", "C", "C", "C", "N", "H", "H", "H", "H", "H", "H", "H", "H", "H", "H", "C", "C", "C", "C", "C", "C", "P", "C", "C", "C", "C", "C", "C", "C", "C", "C", "C", "C", "C", "H", "H", "H", "H", "H", "H", "H", "H", "H", "H", "H", "H", "H", "H", "H", "C", "N", "C", "C", "C", "N", "C", "C", "O", "H", "H", "H", "H", "H", "H", "H", "H", "H", "H", "H", "H"], "positions_angstrom": [[1.20, -0.52, 0.73], [-0.31, -2.39, 5.60], [-1.09, -3.05, 4.72], [-2.03, -3.94, 5.26], [-2.87, -4.64, 4.44], [-2.82, -4.49, 3.05], [-1.91, -3.62, 2.51], [-1.03, -2.88, 3.32], [-0.08, -1.98, 2.67], [-0.09, -1.93, 1.38], [0.73, -1.24, 3.45], [1.48, -0.44, 2.67], [2.32, 0.42, 3.10], [2.99, 1.22, 2.05], [3.87, 2.23, 2.35], [4.45, 2.95, 1.32], [4.12, 2.64, 0.02], [3.22, 1.62, -0.22], [2.66, 0.92, 0.77], [0.27, -1.79, 5.09], [-2.06, -4.05, 6.34], [-3.59, -5.33, 4.88], [-3.50, -5.04, 2.41], [-1.85, -3.47, 1.44], [2.50, 0.57, 4.16], [4.10, 2.44, 3.39], [5.15, 3.75, 1.53], [4.55, 3.18, -0.82], [2.92, 1.35, -1.22], [-2.31, -3.94, -2.66], [-1.39, -4.18, -1.65], [-0.47, -3.20, -1.31], [-0.47, -1.98, -1.98], [-1.39, -1.75, -3.00], [-2.31, -2.73, -3.33], [0.83, -0.79, -1.54], [0.37, 0.76, -2.36], [-0.85, 1.34, -2.03], [-1.24, 2.53, -2.62], [-0.40, 3.17, -3.52], [0.83, 2.62, -3.84], [1.21, 1.41, -3.27], [2.30, -1.41, -2.42], [2.21, -1.74, -3.77], [3.33, -2.21, -4.44], [4.53, -2.37, -3.77], [4.62, -2.05, -2.42], [3.50, -1.57, -1.75], [-3.03, -4.71, -2.92], [-1.38, -5.13, -1.13], [0.24, -3.38, -0.51], [-1.39, -0.81, -3.53], [-3.02, -2.55, -4.12], [-1.51, 0.85, -1.31], [-2.21, 2.95, -2.38], [-0.71, 4.10, -3.98], [1.48, 3.11, -4.54], [2.16, 0.96, -3.55], [1.27, -1.63, -4.30], [3.26, -2.47, -5.49], [5.40, -2.74, -4.29], [5.55, -2.19, -1.89], [3.56, -1.36, -0.69], [0.22, 3.99, 0.65], [-1.14, 3.51, 0.75], [-2.21, 4.46, 0.50], [-3.45, 4.08, 1.28], [-3.82, 2.66, 0.93], [-2.67, 1.77, 1.09], [-2.96, 0.37, 1.29], [-1.38, 2.20, 1.07], [-0.45, 1.43, 1.34], [0.37, 4.85, 1.30], [0.44, 4.29, -0.38], [0.90, 3.19, 0.94], [-2.44, 4.51, -0.57], [-1.85, 5.45, 0.79], [-4.27, 4.76, 1.06], [-3.23, 4.14, 2.35], [-4.20, 2.60, -0.10], [-4.62, 2.29, 1.58], [-3.62, 0.23, 2.16], [-2.04, -0.18, 1.46], [-3.46, -0.05, 0.41]]}